Record 1
Here is 2 unconnected molecules or ions with the total composition C2H7N2S at a distorted geometry from the OMol25 dataset. Energies are from the ωB97M-V functional and the def2-TZVPD basis.

Computed properties:
HOMO   -2.78 eV
Frontier orbital gap   0.255 hartree
Largest force on an atom   4.5 eV/Å
Net charge   -1
LUMO level   4.17 eV
E_tot   -16002.9479 eV

XYZ file:
```
12
Properties=species:S:1:pos:R:3:forces:R:3:nbo_charge:R:1
N 0.177245 0.992456 0.324279 0.759 -0.040 -1.221 -0.83
H 1.767795 1.225106 1.518681 0.948 -0.642 0.532 0.14
C 0.035344 -2.498675 -0.353976 1.315 0.748 0.296 -0.75
H 0.144885 -3.434157 -0.896047 -0.222 0.034 -0.724 0.17
H 0.725016 3.513414 0.112348 0.223 -0.521 1.462 0.30
H 1.013706 -1.930516 -0.456680 -0.723 -0.840 0.141 0.16
C 1.208391 1.749417 0.787651 -2.408 3.371 1.754 0.28
H -0.291268 1.102661 -0.569296 -0.114 0.855 0.122 0.41
H -0.027376 -2.852025 0.671196 -0.008 0.193 0.459 0.17
N 1.257876 3.091431 0.932399 0.422 -2.365 -2.899 -0.78
S -1.311904 -1.355894 -0.759834 -0.534 -0.611 -0.409 -0.71
H 0.149463 -0.021846 0.378334 0.343 -0.182 0.487 0.42
```
Positions in Å, forces in eV/Å.



Record 2
Here is 2 unconnected molecules or ions with the total composition CH2IO3P at a distorted geometry from the OMol25 dataset. Energies are from the ωB97M-V functional and the def2-TZVPD basis.

Computed properties:
HOMO   0.41 eV
Frontier orbital gap   0.182 hartree
Largest force on an atom   3.3 eV/Å
Net charge   -2
LUMO level   5.35 eV
E_tot   -24601.1134 eV

XYZ file:
```
8
Properties=species:S:1:pos:R:3:forces:R:3:nbo_charge:R:1
O -0.580438 -2.127511 -0.846628 1.340 2.989 -0.659 -1.14
H -0.188308 0.677385 0.200557 -0.315 0.936 2.617 0.09
C -0.150441 1.363982 1.240687 0.768 -0.386 -2.046 -0.89
O 1.592964 -0.745946 -1.425048 -1.284 0.235 0.422 -1.14
H 0.947641 1.305790 1.482007 -0.657 -0.171 -0.049 0.12
O -0.729284 0.050589 -2.320068 0.769 -0.522 1.308 -1.14
I -0.975244 0.292835 3.044796 0.073 -0.214 -0.253 -0.26
P 0.083110 -0.817124 -1.376301 -0.694 -2.866 -1.340 2.37
```
Positions in Å, forces in eV/Å.



Record 3
Here is a molecular structure, C18H8Cl2F5FeN4O3 from the OMol25 dataset. Energies are from the ωB97M-V functional and the def2-TZVPD basis.

Computed properties:
HOMO (alpha / beta)   -5.41 / -5.44 eV
Frontier orbital gap (alpha / beta)   0.283 / 0.283 hartree
Largest force on an atom   0.6 eV/Å
Net charge   -1
LUMO level (alpha / beta)   2.29 / 2.25 eV
<S²>   6.010
E_tot   -103920.7094 eV
Spin multiplicity   5

XYZ file:
```
41
Properties=species:S:1:pos:R:3:forces:R:3:nbo_charge:R:1
C -2.395017 1.610842 0.577604 0.038 -0.113 0.014 0.36
H 0.193855 -1.526734 3.592943 -0.015 -0.001 0.047 0.19
F -3.578878 5.016010 0.811122 -0.019 0.031 0.006 -0.30
C -1.415278 4.159751 0.400169 -0.029 -0.059 0.010 0.23
N -0.434423 -1.528226 0.496244 0.018 -0.026 -0.022 -0.54
N 1.500755 2.194449 -5.811550 0.001 -0.012 0.006 -0.39
H -2.014096 -2.964185 3.071294 0.002 0.005 0.000 0.22
O 0.605013 0.088635 2.381910 -0.167 -0.080 0.053 -0.76
Fe 0.548297 0.371723 0.062849 -0.320 -0.090 0.119 1.49
C 0.854428 0.057465 -3.137626 -0.155 -0.001 0.063 0.47
C -3.260840 2.679356 0.744216 0.021 -0.018 -0.001 0.22
H -0.559271 -2.039986 -1.489374 -0.006 -0.004 0.006 0.23
C 1.029829 -1.220732 -5.174380 0.051 -0.017 -0.040 0.32
F -2.948207 0.371481 0.693783 -0.022 -0.022 0.002 -0.35
Cl 5.260959 0.618694 -0.747237 -0.008 0.003 0.016 0.00
N 0.994653 -2.239961 -5.717164 -0.032 -0.006 0.022 -0.41
H 1.525918 -0.283921 2.413274 0.308 0.193 0.078 0.51
H -2.140991 -3.921691 -1.113712 0.006 0.002 0.000 0.23
C -2.199746 -3.586792 1.020752 0.002 0.001 0.008 -0.14
O 3.077729 -0.630847 2.194675 0.019 -0.285 -0.102 -0.70
C -1.051400 1.742137 0.323172 0.206 0.298 -0.089 -0.63
F -0.932670 5.407955 0.319253 0.012 0.026 -0.006 -0.30
C -1.785546 -3.333124 -0.280172 -0.005 0.000 -0.011 -0.26
Cl 4.988819 -2.140938 0.159868 -0.005 -0.039 -0.016 -0.02
C -0.905636 -2.293610 -0.496008 0.006 -0.018 -0.014 0.07
C 3.324133 -0.217502 1.051386 0.116 0.528 0.184 0.77
H 5.447012 -0.228104 1.422724 -0.020 -0.023 0.006 0.23
C 1.311402 1.221217 -5.219975 0.010 0.035 -0.022 0.31
C -0.608921 3.046758 0.245307 -0.103 0.030 0.009 0.36
C 1.075588 0.024079 -4.505669 0.013 -0.057 -0.016 -0.60
C -1.713572 -2.799239 2.044332 0.020 -0.010 -0.022 -0.25
F 0.706800 3.276907 0.002782 0.004 0.014 -0.003 -0.34
N 0.629521 0.068572 -1.999910 0.151 0.140 -0.081 -0.62
H -2.894945 -4.389706 1.230365 -0.002 0.000 -0.004 0.22
C -0.826296 -1.772136 1.743364 -0.031 -0.047 0.036 0.24
C -2.762607 3.965270 0.652438 0.029 -0.013 -0.005 0.27
C -0.284774 -0.886437 2.844942 -0.088 0.018 -0.045 -0.10
O 2.551995 0.398871 0.274243 0.067 -0.349 -0.150 -0.79
F -4.567676 2.494293 0.996328 -0.025 -0.005 0.005 -0.31
C 4.781285 -0.423925 0.590178 -0.019 -0.025 -0.022 -0.31
H -1.127199 -0.386678 3.331268 -0.026 -0.002 -0.022 0.20
```
Positions in Å, forces in eV/Å.



Record 4
Here is a single C4H4Cl2O molecule at a distorted geometry from the OMol25 dataset. Energies are from the ωB97M-V functional and the def2-TZVPD basis.

Computed properties:
HOMO   -8.77 eV
Frontier orbital gap   0.321 hartree
Largest force on an atom   6.7 eV/Å
Net charge   0
LUMO level   -0.03 eV
E_tot   -31301.4778 eV

XYZ file:
```
11
Properties=species:S:1:pos:R:3:forces:R:3:nbo_charge:R:1
H -2.400213 -1.370904 -1.362481 1.013 1.320 1.623 0.21
H 0.801084 1.765452 0.653722 -0.182 1.544 -0.454 0.23
C -1.974450 -0.837753 -0.418101 0.065 -0.898 -4.138 -0.13
H 2.335506 0.990394 1.108811 -0.781 -0.392 0.643 0.25
C 1.480749 0.985733 0.433613 1.149 -0.963 -0.395 -0.40
C -0.705250 -0.204652 -0.333801 5.537 -0.307 3.692 0.33
O -1.765153 0.599446 -0.441826 0.436 0.819 -0.557 -0.43
Cl 1.436864 -1.756634 0.596197 -0.428 0.317 -0.197 0.01
H -2.377718 -1.112149 0.459095 -1.573 -1.271 2.921 0.19
Cl 2.534622 1.157477 -1.091262 -0.810 0.316 0.122 -0.11
C 0.633963 -0.216414 0.396029 -4.427 -0.485 -3.263 -0.16
```
Positions in Å, forces in eV/Å.



Record 5
Here is a gas-phase ion, C6H15N4O (charge +1) at a distorted geometry from the OMol25 dataset. Energies are from the ωB97M-V functional and the def2-TZVPD basis.

Computed properties:
HOMO   -11.60 eV
Frontier orbital gap   0.315 hartree
Largest force on an atom   5.5 eV/Å
Net charge   +1
LUMO level   -3.02 eV
E_tot   -14462.8286 eV

XYZ file:
```
26
Properties=species:S:1:pos:R:3:forces:R:3:nbo_charge:R:1
H -1.640661 -1.613443 1.454073 -0.613 -2.422 1.159 0.40
N 0.568421 -0.655463 -0.936533 -3.129 0.222 0.645 -0.45
H -0.191399 2.483063 -1.305925 0.192 2.096 -0.764 0.21
H 1.101763 -2.097654 0.343518 -1.169 -2.645 0.917 0.22
H -2.692018 1.764241 1.082834 -1.839 -1.343 2.286 0.39
O 2.781346 0.778927 0.589187 0.064 -0.465 0.610 -0.78
C 2.350964 -0.581259 0.935918 0.425 -0.066 0.321 -0.09
H -1.736294 2.949397 0.522376 -1.033 -1.628 -0.632 0.40
C -1.211252 1.127939 -0.143091 0.918 0.052 -1.703 0.11
H -3.262059 -0.845284 -0.872201 1.635 -0.623 0.060 0.25
N -1.361889 -0.697456 1.388214 -0.192 1.555 -1.834 -0.74
H 2.273949 -1.619509 -0.967506 0.303 -0.964 0.762 0.20
C -1.407974 -0.279916 0.108474 2.311 -1.383 -0.322 0.42
H 1.718518 1.073119 -0.695936 -1.034 -0.433 -1.408 0.47
H 3.477859 1.079326 1.229321 -1.028 -0.446 -0.947 0.52
C -2.149599 -1.162428 -0.871496 -0.902 0.440 -1.277 -0.66
H 1.088867 0.703851 -2.352090 -0.052 0.286 1.503 0.43
N -2.152123 1.987521 0.332737 2.474 3.923 -1.407 -0.76
H -1.771874 -1.160898 -1.987270 -0.565 0.316 2.597 0.29
H 3.273992 -1.154763 1.063705 -0.234 -0.105 0.417 0.20
H -0.979877 -0.194773 2.163005 0.145 0.180 0.082 0.42
H 1.764354 -0.573664 1.878857 0.393 0.200 -0.450 0.16
H -2.036241 -2.173169 -0.466695 -0.357 -0.063 -0.414 0.22
C -0.249991 1.497002 -1.014843 -1.552 0.186 1.488 -0.12
N 0.877405 0.716106 -1.310195 2.318 -1.379 0.243 -0.42
C 1.565812 -1.350817 -0.168431 2.523 4.507 -1.931 -0.27
```
Positions in Å, forces in eV/Å.



Record 6
Here is a molecular structure, C3H6S4 at a distorted geometry from the OMol25 dataset. Energies are from the ωB97M-V functional and the def2-TZVPD basis.

Computed properties:
HOMO   -8.78 eV
Frontier orbital gap   0.343 hartree
Largest force on an atom   3.8 eV/Å
Net charge   0
LUMO level   0.54 eV
E_tot   -46547.2323 eV

XYZ file:
```
13
Properties=species:S:1:pos:R:3:forces:R:3:nbo_charge:R:1
S -1.345231 1.476736 -1.156710 -0.227 0.190 -0.245 0.17
S -0.843252 -2.347334 0.408348 0.377 0.043 0.146 0.03
H 0.941544 1.754409 -2.105064 -0.014 -0.049 -0.042 0.23
S -0.930601 0.239805 1.856014 0.040 -0.584 0.021 0.04
C -0.214027 0.145100 -1.113518 0.583 -1.475 3.443 -0.32
H 0.945573 1.822050 -0.289029 0.004 -0.056 0.089 0.22
S 1.721190 -0.891232 0.858268 -0.261 0.037 -0.333 0.02
H -0.072858 1.257404 1.866690 0.167 0.231 -0.026 0.12
C -0.056014 -0.736995 0.621896 -0.545 1.586 -2.856 -0.51
C 0.467258 1.442460 -1.183389 0.057 0.158 -0.204 -0.50
H -0.189474 -0.619743 -1.868949 0.054 -0.090 -0.183 0.24
H 1.636901 -1.682763 1.929442 0.052 -0.082 0.235 0.13
H -2.061009 -1.859898 0.176001 -0.287 0.091 -0.044 0.13
```
Positions in Å, forces in eV/Å.



Q: What is the formula in the fifth record?
A: C6H15N4O



Q: The highest E_tot belongs to which entry?
A: C6H15N4O